(1)
The following is a quantum chemistry calculation of C4H6N2O2 as an isolated structure in a non-equilibrium geometry, from OMol25.

```
14
Properties=species:S:1:pos:R:3:forces:R:3:mulliken_charge:R:1
C -0.93773 -0.09298 -0.10009 -2.917 0.380 3.086 0.449
C -0.31870 1.19371 0.29005 7.720 -8.653 -2.809 -0.804
C 1.09261 0.83274 -0.04555 -4.795 -3.636 0.213 0.213
C -0.13464 -1.17133 -0.18513 -0.448 0.191 -1.897 -0.559
H -2.78442 -0.82630 -0.78446 1.337 2.050 3.399 0.312
H -2.84703 0.78088 -0.18538 1.382 -2.235 0.915 0.290
H -0.91021 1.94596 0.28098 -2.920 5.684 0.083 0.474
H 1.75248 2.32132 0.44348 3.242 -2.879 -3.410 0.486
H 2.24799 -1.79750 1.26544 -1.389 1.514 -4.008 0.346
H -0.23061 -2.19158 -0.62102 -0.404 0.985 0.856 0.305
N -2.37300 -0.16969 0.11478 -2.234 -0.105 -5.132 -0.633
N 1.10923 -0.61411 -0.34942 2.374 -0.086 2.115 0.094
O 2.21918 1.43363 -0.29513 -1.487 5.642 4.415 -0.478
O 2.11486 -1.64474 0.17144 0.540 1.148 2.176 -0.496
```
Positions in Å, forces in eV/Å.

The spin multiplicity is 1. The value obtained for the total energy is -11312.98064 eV. As for the lowest unoccupied orbital energy: -0.04 eV. The energy above the lowest of the compared OMol25 structures with the same formula, charge and spin is 185.9 kcal/mol. For the frontier orbital gap, the calculation gives 7.53 eV.



(2)
The following is a quantum chemistry calculation of a 2-piece molecular cluster, C2H6N3O2 overall in a non-equilibrium geometry, from OMol25.

```
13
Properties=species:S:1:pos:R:3:forces:R:3:mulliken_charge:R:1
C 1.46086 -0.29052 0.01837 -1.545 -2.704 -1.569 -1.022
C 0.13458 0.20090 -0.59503 -1.274 0.590 -2.165 -0.056
N -2.61023 -0.06991 -0.15050 -1.406 -1.912 -0.143 0.023
N -2.47061 1.10304 -0.46929 1.471 1.649 -0.563 -0.506
N -0.21285 1.56678 -0.17096 0.661 1.196 2.177 -0.119
O -0.09289 1.78205 1.04950 0.112 -0.598 -1.685 -0.430
O -3.72844 -0.52296 0.24918 -0.074 0.078 0.525 -0.714
H 2.21749 0.30973 -0.34888 1.768 1.347 -0.832 0.354
H 1.43491 -0.13693 1.06616 -0.144 -0.311 1.077 0.297
H 1.76365 -1.38483 -0.29320 -0.898 1.966 0.820 0.258
H 0.02317 0.38937 -1.73976 1.244 -0.757 1.490 0.217
H -0.86352 -0.31772 -0.48607 1.281 -0.560 0.771 0.495
H -3.17593 1.75197 -0.15099 -1.196 0.016 0.096 0.203
```
Positions in Å, forces in eV/Å.

Its total charge is -1. The spin multiplicity is 1. The value obtained for the total energy is -10731.92220 eV. As for the lowest unoccupied orbital energy: 4.06 eV. The energy above the lowest of the compared OMol25 structures with the same formula, charge and spin is 169.0 kcal/mol. For the frontier orbital gap, the calculation gives 7.44 eV.



(3)
The following is a quantum chemistry calculation of one molecule with the formula C2H4N4O2 in a non-equilibrium geometry, from OMol25.

```
12
Properties=species:S:1:pos:R:3:forces:R:3:mulliken_charge:R:1
C 0.24243 -1.02480 -0.96291 -3.329 -0.166 2.300 0.424
C -0.18955 1.03027 0.93800 -1.254 -0.676 0.225 0.393
H 1.27978 0.21921 -1.86067 0.132 0.714 1.675 0.328
H 1.27784 1.87447 0.00946 -0.802 -0.345 -0.355 0.310
H -0.95436 -0.47024 1.97670 -0.138 -0.384 1.448 0.255
H -1.50468 -1.69376 -0.10833 1.381 0.639 0.060 0.291
N 1.09477 0.08284 -0.82462 0.406 -1.897 -3.092 -0.271
N 0.50519 1.22605 -0.22227 1.502 1.005 -0.528 -0.192
N -0.85550 -0.18517 1.04501 0.525 1.386 -0.561 -0.121
N -0.60500 -1.23812 0.17189 -0.165 -0.738 -1.319 -0.270
O 0.00898 -1.73397 -1.91081 1.659 0.366 -0.434 -0.557
O -0.29989 1.91323 1.74855 0.082 0.094 0.582 -0.592
```
Positions in Å, forces in eV/Å.

Its SMILES is O=C1NNC(=O)NN1. The spin multiplicity is 1. The value obtained for the total energy is -12192.94707 eV. As for the lowest unoccupied orbital energy: 0.69 eV. The energy above the lowest of the compared OMol25 structures with the same formula, charge and spin is 12.5 kcal/mol. For the frontier orbital gap, the calculation gives 10.24 eV.



(4)
The following is a quantum chemistry calculation of C40H38IrN7OPS as an isolated structure, from OMol25.

```
89
Properties=species:S:1:pos:R:3:forces:R:3:mulliken_spin:R:1
Ir -0.17421 0.09077 -0.27473 -0.212 0.121 0.028 2.469
C -1.46733 3.23435 0.28717 -0.041 0.062 0.053 -0.008
N -1.65703 1.92417 0.93422 0.064 0.016 -0.071 0.158
C -1.51727 1.92490 2.38540 0.042 -0.062 0.085 0.000
C -1.05782 0.59057 2.87843 0.016 -0.031 -0.009 0.095
N -0.40665 -0.31057 2.10356 -0.113 0.136 -0.038 0.259
C -0.07650 -1.33198 2.90893 -0.016 -0.001 -0.002 0.189
C 0.62371 -2.54055 2.61042 0.060 -0.084 -0.035 0.076
C 0.80693 -3.42011 3.63290 0.022 -0.059 -0.022 0.076
C 0.31842 -3.13875 4.93915 0.032 -0.053 0.021 0.243
C -0.37871 -1.94493 5.26235 -0.016 0.070 -0.049 0.138
C -0.55249 -1.07335 4.23224 -0.048 0.065 0.107 0.003
N -1.17508 0.17305 4.13486 0.001 0.041 0.009 0.000
C -0.60591 3.09097 -0.92769 0.006 -0.108 0.124 -0.007
N -0.00763 1.95708 -1.25956 0.157 -0.002 -0.100 0.415
C 0.76238 2.21987 -2.40247 -0.033 -0.007 -0.015 -0.032
C 1.57071 1.38672 -3.17100 0.018 0.060 -0.002 0.016
C 2.18547 1.96014 -4.26736 0.001 -0.038 0.009 0.002
C 2.00401 3.31442 -4.59258 -0.003 0.028 0.000 0.003
C 1.20346 4.14574 -3.83326 0.007 -0.039 -0.001 0.003
C 0.58963 3.56178 -2.73112 0.034 0.003 -0.088 -0.047
N -0.27847 4.07589 -1.76677 -0.073 -0.007 0.036 0.020
H -0.97629 3.91988 0.98190 -0.023 0.018 -0.004 0.002
H -2.42421 3.69013 0.02176 0.012 0.008 -0.010 0.001
H -2.56902 1.56007 0.67705 0.022 -0.023 0.025 -0.015
H -2.42585 2.22269 2.91956 -0.010 0.001 -0.026 0.004
H -0.73839 2.63850 2.67691 -0.004 0.002 -0.018 0.016
H 0.98995 -2.72457 1.60855 0.011 -0.009 0.002 0.001
H 1.32900 -4.35442 3.47710 0.009 0.012 -0.039 0.004
H 0.48424 -3.86424 5.72677 0.005 -0.012 -0.005 -0.011
H -0.73223 -1.77440 6.27107 -0.023 0.043 -0.008 0.003
H -1.62120 0.68205 4.88922 -0.004 -0.018 0.009 -0.001
H 1.71749 0.34183 -2.92677 -0.013 -0.012 0.010 0.009
H 2.82497 1.35717 -4.89764 -0.001 -0.009 0.005 0.000
H 2.50849 3.71412 -5.46152 -0.006 0.017 0.000 0.000
H 1.06783 5.18822 -4.08778 -0.002 0.005 0.003 0.001
H -0.62100 5.02570 -1.72287 0.014 0.007 -0.006 0.003
N -1.52664 -2.53393 -1.55119 -0.110 0.032 0.107 0.018
P -2.18027 -1.15441 -0.85600 0.230 -0.010 -0.096 0.223
C -3.69348 -1.55765 -0.01692 -0.047 -0.034 0.031 -0.015
C -3.68408 -1.80874 1.35923 0.063 -0.028 0.024 -0.012
C -4.85308 -2.17617 2.00278 -0.024 0.001 -0.025 0.006
C -6.03193 -2.29977 1.27499 -0.015 0.003 -0.014 0.003
C -6.04716 -2.05826 -0.09387 -0.006 -0.012 0.056 0.002
C -4.88348 -1.68162 -0.74360 0.015 0.029 -0.047 0.007
C -2.52925 0.02967 -2.15793 -0.079 0.012 0.071 0.165
C -1.80633 -0.00433 -3.35697 0.083 -0.043 -0.055 0.045
C -2.00348 0.97884 -4.31315 0.003 0.002 0.008 -0.028
C -2.90506 2.00788 -4.07260 -0.004 -0.008 0.012 0.077
C -3.63135 2.04839 -2.87972 -0.001 0.020 -0.037 0.000
C -3.44558 1.06912 -1.92448 -0.029 0.035 0.029 0.030
C -0.16335 -2.77414 -1.62830 -0.053 -0.083 -0.039 0.017
C 0.29806 -3.96673 -2.19002 -0.006 0.055 0.025 0.006
C 1.65367 -4.18549 -2.26605 0.023 0.086 0.040 0.012
C 2.53065 -3.21575 -1.76497 0.001 -0.055 -0.020 0.003
C 2.00818 -2.07558 -1.22197 0.034 0.115 0.032 0.006
N 0.67114 -1.83365 -1.15350 0.049 -0.071 -0.017 0.118
H -2.13594 -3.25814 -1.91093 0.019 0.007 -0.018 0.000
H -2.75403 -1.74540 1.91534 -0.016 0.002 -0.008 0.030
H -4.85633 -2.37876 3.06522 0.013 -0.002 0.004 0.000
H -6.94554 -2.59011 1.77684 0.004 -0.006 0.002 0.000
H -6.96735 -2.16671 -0.65170 0.004 0.010 -0.013 0.000
H -4.90491 -1.48462 -1.80905 0.005 -0.014 0.001 0.002
H -1.11346 -0.81397 -3.55699 -0.005 0.007 0.009 0.015
H -1.46781 0.93440 -5.25204 0.005 0.001 0.002 0.001
H -3.07060 2.76698 -4.82619 0.001 -0.003 -0.005 -0.001
H -4.37053 2.82433 -2.72713 -0.004 -0.003 0.008 0.001
H -4.06441 1.06664 -1.03271 0.012 0.002 0.016 0.000
H -0.41131 -4.69527 -2.55945 0.001 -0.001 -0.015 -0.001
H 2.03400 -5.09686 -2.70841 -0.003 -0.012 0.005 0.000
H 3.60169 -3.35033 -1.80353 0.003 -0.015 -0.014 0.001
H 2.63476 -1.29614 -0.81449 0.007 -0.011 -0.017 0.010
C 3.17184 2.66075 0.49191 0.056 0.037 0.125 0.001
S 2.58396 1.27304 1.45512 -0.176 -0.041 -0.322 0.013
O 1.92139 0.37357 0.36359 0.057 -0.119 0.143 0.145
C 4.07892 0.46887 1.89171 0.095 0.027 0.089 0.007
C 4.31324 0.28485 3.25127 -0.039 -0.007 -0.044 0.001
C 5.50805 -0.29593 3.65363 -0.014 -0.007 0.004 0.000
C 6.43693 -0.68789 2.70177 0.016 0.011 -0.039 0.002
C 6.18806 -0.50400 1.34139 0.056 -0.035 0.061 -0.002
C 5.00935 0.08318 0.92630 -0.079 0.046 -0.026 0.001
H 3.76551 2.29716 -0.34474 -0.021 -0.019 0.002 0.001
H 3.77756 3.28676 1.14807 0.002 -0.004 -0.009 0.000
H 2.30559 3.21843 0.14017 -0.015 -0.020 -0.014 -0.001
H 3.58649 0.61600 3.98333 0.006 0.003 0.018 0.000
H 5.71760 -0.43115 4.70569 0.004 0.010 0.004 0.000
H 7.37378 -1.12824 3.01636 -0.006 -0.011 0.001 0.000
H 6.93023 -0.80530 0.61468 -0.008 0.011 -0.012 0.000
H 4.82273 0.25330 -0.12720 0.003 -0.031 -0.004 0.000
```
Positions in Å, forces in eV/Å.

Its total charge is +4. The spin multiplicity is 6. The value obtained for the total energy is -77499.79879 eV. As for the lowest unoccupied orbital energy (spin up / spin down): -10.79 / -14.35 eV. For the frontier orbital gap (spin up / spin down), the calculation gives 6.99 / 4.01 eV.